Record 1
Entry from the OMol25 dataset: a cluster of 3 separate species, C3H7NO2 in total (wB97M-V/def2-TZVPD).

Last column: Löwdin charge in e.
CARTESIAN COORDINATES (ANGSTROEM)
C1 -0.56 1.01 0.37  -0.130
C2 -1.27 -0.20 -0.29  -0.255
C3 -2.56 -0.42 -0.56  -0.039
N1 -5.17 0.01 0.30  -0.417
O1 -5.72 0.16 -0.83  -0.227
O2 -5.81 -0.56 1.23  -0.231
H1 -0.05 0.61 1.28  0.061
H2 0.32 1.27 -0.21  0.045
H3 -1.16 1.86 0.70  0.064
H4 -0.52 -0.98 -0.44  0.066
H5 9.83 4.30 -3.01  -1.000
H6 -3.46 0.15 -0.29  -0.009
H7 -2.99 -1.21 -1.25  0.073

LUMO level	0.189	Ha
multiplicity	1
E_HOMO	1.56	eV
relative energy (zero: lowest compared OMol25 entry of this formula, charge and spin)	10.26	kcal/mol
charge	-2
HOMO-LUMO gap	3.58	eV

Record 2
Entry from the OMol25 dataset: the molecule C3H7NO2 (wB97M-V/def2-TZVPD).

Last column: Löwdin charge in e.
CARTESIAN COORDINATES (ANGSTROEM)
C1 -1.67 0.43 -0.31  -0.027
C2 -0.43 -0.32 0.38  -0.314
O1 -0.16 -1.71 0.44  -0.043
C3 0.77 0.46 -0.17  -0.461
O2 0.72 1.65 -0.35  0.083
N1 1.87 -0.32 -0.63  0.104
H1 -1.75 1.31 0.34  0.074
H2 -2.63 -0.09 -0.30  0.074
H3 -1.52 0.88 -1.30  0.076
H4 -0.63 -0.10 1.43  0.141
H5 0.61 -1.93 -0.12  0.074
H6 2.57 -0.45 0.16  0.135
H7 2.31 0.23 -1.34  0.084

LUMO level	0.026	Ha
multiplicity	1
E_HOMO	-10.00	eV
SMILES	C[C@@H](O)C(N)=O
relative energy (zero: lowest compared OMol25 entry of this formula, charge and spin)	36.70	kcal/mol
charge	0
HOMO-LUMO gap	10.71	eV